(1)
Entry from the Open Molecules 2025 dataset: a structure of composition C10H22AuF2OPS3Sb (the ωB97M-V functional and the def2-TZVPD basis).

```
41
Properties=species:S:1:pos:R:3
Au 1.72 -0.18 0.01
S 6.23 -3.01 -2.49
Sb 4.16 -2.82 -1.33
S 4.01 -0.43 -0.90
S 1.38 -2.49 0.61
C -1.08 -3.72 -1.64
C -1.47 -3.02 -0.35
P -0.48 -1.44 -0.14
C -1.02 -0.93 1.57
C -2.36 -1.39 2.16
C -1.69 -0.28 -1.20
C -3.07 0.15 -0.76
H -1.55 -4.70 -1.72
H 0.00 -3.85 -1.67
H -1.38 -3.12 -2.51
H -1.19 -3.65 0.50
H -2.54 -2.81 -0.32
H -0.98 0.16 1.59
H -0.22 -1.29 2.23
H -3.20 -1.02 1.58
H -2.45 -0.99 3.17
H -2.42 -2.47 2.21
H -1.74 -0.81 -2.17
H -1.07 0.60 -1.39
H -3.70 -0.71 -0.54
H -3.56 0.74 -1.54
H -3.01 0.79 0.12
F 0.03 3.79 1.20
C 0.12 2.59 0.46
F -0.49 2.91 -0.70
H -0.54 1.90 1.01
C 2.42 4.02 -0.86
O 2.09 2.65 -0.91
C 1.54 2.05 0.26
C 2.34 2.36 1.53
H 3.38 4.20 -0.35
H 1.65 4.62 -0.36
H 2.51 4.33 -1.89
H 2.31 3.42 1.81
H 3.37 2.07 1.36
H 1.94 1.78 2.36
```

## Properties
Net charge   -2
2S+1   2
<S²>   0.77
Orbital gap (alpha / beta)   0.131 / 0.187 hartree
Energy   -2581.02748 hartree


(2)
Entry from the Open Molecules 2025 dataset: a structure of composition C10H22AuN2PSTe (the ωB97M-V functional and the def2-TZVPD basis).

```
38
Properties=species:S:1:pos:R:3
Au 0.41 -0.36 -0.43
N 0.29 -0.65 2.17
C 0.72 -2.03 2.48
C -0.27 -3.06 1.96
C -0.39 -3.20 0.45
N -1.02 -2.01 -0.21
H 0.90 0.02 2.62
H -0.64 -0.49 2.56
H 0.85 -2.17 3.56
H 1.70 -2.20 2.02
H -1.26 -2.88 2.40
H 0.04 -4.04 2.34
H -0.99 -4.08 0.23
H 0.59 -3.36 0.01
H -1.85 -1.75 0.31
H -1.35 -2.28 -1.13
Te -1.34 2.76 -0.57
C -2.40 4.15 -1.57
C -2.99 4.05 -2.84
C -3.64 5.22 -3.21
C -3.56 6.20 -2.23
S -2.72 5.69 -0.85
H -2.93 3.16 -3.46
H -4.16 5.36 -4.14
H -3.97 7.19 -2.27
C 3.63 -0.22 -1.35
P 2.18 0.86 -1.24
C 1.96 1.52 -2.91
C 2.75 2.27 -0.26
H 4.47 0.34 -1.76
H 3.41 -1.08 -1.99
H 3.90 -0.58 -0.36
H 2.90 1.94 -3.28
H 1.21 2.32 -2.90
H 1.62 0.73 -3.58
H 3.66 2.67 -0.71
H 2.98 1.95 0.76
H 2.00 3.06 -0.22
```

## Properties
Net charge   +2
2S+1   3
<S²>   2.02
Orbital gap (alpha / beta)   0.324 / 0.188 hartree
Energy   -1646.42258 hartree


(3)
Entry from the Open Molecules 2025 dataset: a cluster of 8 separate species, C10H22BBr4N3O14 in total (the ωB97M-V functional and the def2-TZVPD basis).

```
54
Properties=species:S:1:pos:R:3
N 4.87 -0.71 0.77
H 5.36 -0.78 1.65
H 4.14 -1.40 0.71
H 5.40 -0.78 -0.08
H 4.39 0.18 0.80
N 0.91 0.26 1.38
H 0.70 0.33 2.36
H 1.76 0.65 1.01
H 0.10 0.63 0.89
H 0.94 -0.71 1.10
N -0.09 0.09 -2.44
H 0.00 -0.69 -1.81
H 0.56 -0.21 -3.16
H 0.30 0.88 -1.95
H -1.09 0.05 -2.55
O -2.40 -0.86 -1.27
C -2.52 -1.94 -0.66
O -2.98 -3.14 -1.10
B -2.54 -4.16 -0.14
O -2.02 -3.48 0.98
C -1.93 -2.12 0.83
O -1.48 -1.28 1.60
O -3.63 -5.15 0.15
C -3.17 -6.38 -0.16
O -3.75 -7.44 0.17
C -1.72 -6.22 -0.76
O -1.44 -4.95 -0.76
O -0.99 -7.12 -1.14
O 3.81 2.73 -1.46
C 2.90 1.96 -0.80
O 3.21 1.35 0.23
O 1.78 1.82 -1.34
H 3.21 2.88 -2.20
O 2.22 -3.72 -0.59
C 2.01 -2.50 -0.10
O 1.23 -1.65 -0.60
O 2.70 -2.26 0.84
H 3.01 -3.67 -0.05
Br -1.60 2.10 0.12
C -3.34 2.84 -0.58
C -4.35 2.68 0.58
Br -6.17 3.19 -0.01
H -3.57 2.38 -1.55
H -3.33 3.89 -0.87
H -4.10 3.23 1.48
H -4.50 1.62 0.79
Br 0.17 3.71 3.08
C 1.16 4.00 1.41
C 0.89 5.36 0.91
Br -0.74 5.50 -0.17
H 1.00 3.23 0.66
H 2.24 3.91 1.57
H 1.72 5.85 0.41
H 0.75 6.01 1.78
```

## Properties
Orbital gap   0.301 hartree
Energy   -11933.03528 hartree


(4)
Entry from the Open Molecules 2025 dataset: a cluster of 5 separate species, C10H22Br8O3Si in total (the ωB97M-V functional and the def2-TZVPD basis).

```
44
Properties=species:S:1:pos:R:3
O 2.76 -1.59 0.22
C 3.73 -0.96 0.50
O 4.97 -1.58 0.47
C 3.68 0.48 0.94
Si 5.34 1.36 1.19
O 5.62 1.34 2.82
H 5.04 -2.12 1.27
H 3.18 0.47 1.92
H 3.02 1.07 0.30
H 5.25 2.76 0.73
H 6.42 0.65 0.48
H 6.18 2.07 3.12
Br 0.84 -0.10 -0.61
C 0.07 -0.62 -2.32
C -1.44 -0.55 -2.31
Br -2.22 -2.05 -1.36
H 0.44 -1.61 -2.54
H 0.47 0.09 -3.04
H -1.83 -0.62 -3.32
H -1.81 0.35 -1.84
Br -3.24 -4.18 -4.88
C -5.03 -3.76 -4.26
C -5.62 -2.61 -5.03
Br -4.87 -0.90 -4.47
H -4.96 -3.56 -3.19
H -5.61 -4.66 -4.42
H -6.69 -2.53 -4.84
H -5.46 -2.69 -6.10
Br 4.36 4.01 6.25
C 6.17 3.42 6.66
C 7.20 4.32 6.03
Br 7.37 3.99 4.12
H 6.25 2.39 6.32
H 6.25 3.45 7.74
H 8.19 4.11 6.44
H 6.97 5.37 6.15
Br -9.84 -0.69 -1.46
C -8.10 -0.11 -0.82
C -6.98 -0.87 -1.47
Br -6.81 -2.66 -0.73
H -8.10 -0.21 0.26
H -8.03 0.95 -1.08
H -6.02 -0.39 -1.28
H -7.11 -0.99 -2.54
```

## Properties
Orbital gap   0.346 hartree
Energy   -21501.57748 hartree
Structure (SMILES)   O=C(O)C[SiH2]O.BrCCBr.BrCCBr.BrCCBr.BrCCBr


(5)
Entry from the Open Molecules 2025 dataset: a cluster of 2 separate species, C10H22BrN2O2 in total (the ωB97M-V functional and the def2-TZVPD basis).

```
37
Properties=species:S:1:pos:R:3
C -1.66 1.75 -1.48
C -0.25 2.35 -1.37
C 0.77 1.60 -0.49
C 0.76 0.09 -0.59
C 2.07 -0.65 -0.84
C 2.75 -0.34 -2.18
C 2.39 -1.25 -3.35
C 1.67 -2.14 -0.57
C 0.31 -2.07 0.18
N 0.34 -0.63 0.66
Br -1.18 -0.06 1.60
H -1.75 0.74 -1.10
H -1.95 1.71 -2.53
H -2.41 2.35 -0.98
H 0.17 2.52 -2.36
H -0.35 3.34 -0.94
H 1.76 1.92 -0.83
H 0.71 1.93 0.54
H 0.12 -0.24 -1.41
H 2.78 -0.36 -0.06
H 2.52 0.69 -2.46
H 3.82 -0.41 -2.02
H 2.56 -2.30 -3.13
H 1.36 -1.10 -3.66
H 3.01 -0.99 -4.20
H 1.49 -2.74 -1.45
H 2.36 -2.60 0.13
H -0.56 -2.09 -0.47
H 0.19 -2.74 1.02
H 1.13 -0.60 1.32
C -3.48 -0.22 5.07
N -3.64 1.03 4.28
O -3.68 0.94 3.05
O -3.75 2.06 4.89
H -3.41 -1.06 4.39
H -2.58 -0.11 5.66
H -4.35 -0.31 5.72
```

## Properties
Net charge   +1
Orbital gap   0.361 hartree
Energy   -3227.85276 hartree


(6)
Entry from the Open Molecules 2025 dataset: a structure of composition C10H22Cd2NO9 (the ωB97M-V functional and the def2-TZVPD basis).

```
44
Properties=species:S:1:pos:R:3
Cd 2.45 -3.88 2.02
Cd -3.83 -4.55 3.28
C 1.97 -9.08 -1.80
C 2.02 -7.87 -0.88
O 1.86 -7.89 0.37
O 2.25 -6.72 -1.34
H 2.68 -9.86 -1.54
H 2.27 -8.80 -2.81
H 0.98 -9.53 -1.73
C 3.00 2.60 -1.07
C 2.41 1.93 0.19
O 2.80 0.73 0.40
O 1.68 2.50 1.01
H 4.09 2.67 -1.05
H 2.66 3.61 -1.31
H 2.58 2.03 -1.89
C 6.18 -4.01 7.34
C 5.31 -3.77 6.13
O 4.22 -3.25 6.22
O 5.67 -4.24 5.04
H 5.69 -3.69 8.26
H 7.24 -3.79 7.27
H 6.23 -5.08 7.51
O -0.83 -2.90 2.53
H -0.78 -2.66 1.58
O -4.62 -3.10 6.65
H -5.12 -2.98 7.48
C -3.82 3.37 -3.05
C -3.46 4.81 -3.05
C -4.58 5.75 -3.59
O -4.09 7.17 -3.74
C -3.15 7.34 -4.69
N -3.16 5.13 -1.64
H -3.79 2.89 -4.03
H -4.79 3.36 -2.56
H -3.07 2.76 -2.56
H -2.53 4.91 -3.61
H -5.34 5.83 -2.81
H -5.04 5.38 -4.51
H -3.44 8.26 -5.21
H -3.45 6.61 -5.45
H -2.12 7.13 -4.38
H -2.97 6.12 -1.62
H -2.28 4.74 -1.34
```

## Properties
Net charge   -1
Orbital gap   0.063 hartree
Energy   -1461.05228 hartree